Record 1
The following is a DFT calculation (the ωB97M-V functional and the def2-TZVPD basis) of a cluster of 12 separate species, C48H96N12O6 in total in a non-equilibrium geometry.

Output
Frontier orbital gap (eV): 8.41
Largest force on an atom (eV/A): 3.0
SMILES: COC[C@H](C)N.COC[C@H](C)N.COC[C@H](C)N.COC[C@H](C)N.COC[C@H](C)N.COC[C@H](C)N.c1cc[nH]c1.c1cc[nH]c1.c1cc[nH]c1.c1cc[nH]c1.c1cc[nH]c1.c1cc[nH]c1
Lowest unoccupied orbital energy (eV): 0.6

CARTESIAN COORDINATES (ANGSTROEM)
C: 2.89015 1.35200 -7.23113
O: 2.38263 1.77223 -5.97004
C: 3.19356 1.62358 -4.85654
C: 2.30601 1.63083 -3.59901
C: 3.16939 1.60670 -2.36515
N: 1.29566 0.58288 -3.42980
H: 2.22526 1.69175 -8.01478
H: 3.00282 0.22372 -7.25509
H: 3.87846 1.80454 -7.39423
H: 3.80979 0.74301 -4.96089
H: 3.88657 2.46431 -4.73384
H: 1.71624 2.58190 -3.59418
H: 3.89239 2.45275 -2.37181
H: 3.72389 0.64652 -2.29963
H: 2.57239 1.80631 -1.45854
H: 0.68513 0.48650 -4.22461
H: 1.78672 -0.30578 -3.43833
C: 3.18847 7.33908 3.52746
O: 2.94367 6.07494 2.89243
C: 1.72782 5.45892 3.20383
C: 1.26514 4.54141 2.07836
C: 0.02029 3.74027 2.42976
N: 2.25954 3.62727 1.57515
H: 2.48327 8.12496 3.22451
H: 4.16163 7.67969 3.28540
H: 3.19538 7.25458 4.61339
H: 1.79062 4.84529 4.10276
H: 0.95310 6.27884 3.32282
H: 1.06114 5.22450 1.25481
H: -0.37827 3.20164 1.57053
H: -0.80430 4.32684 2.86842
H: 0.34921 3.05800 3.24891
H: 2.18813 2.79540 2.17732
H: 3.22565 3.98890 1.59615
C: -2.65701 -3.31429 -2.02213
O: -2.96574 -4.63685 -2.33403
C: -1.93302 -5.55368 -2.31698
C: -2.55383 -6.93421 -2.42296
C: -3.30606 -7.40037 -1.17309
N: -1.42204 -7.89139 -2.64906
H: -3.61915 -2.78458 -2.07051
H: -1.90427 -2.96585 -2.75847
H: -2.22237 -3.17221 -1.01019
H: -1.19365 -5.34080 -3.10865
H: -1.32044 -5.53824 -1.41145
H: -3.24941 -6.94601 -3.29377
H: -4.06570 -6.67806 -0.79117
H: -2.55171 -7.60738 -0.33872
H: -3.77879 -8.35658 -1.36855
H: -1.30998 -8.09822 -3.64645
H: -1.64488 -8.79736 -2.21315
C: 5.47912 -4.29117 -0.06510
O: 4.53405 -3.33649 -0.47644
C: 3.24995 -3.81179 -0.78783
C: 2.49622 -2.68739 -1.61094
C: 1.20243 -3.21803 -2.15260
N: 3.30403 -2.09162 -2.71135
H: 6.35975 -3.66943 0.13658
H: 5.75119 -4.98958 -0.85029
H: 5.22341 -4.78084 0.91603
H: 3.28484 -4.76219 -1.32181
H: 2.68253 -3.99081 0.12330
H: 2.26274 -1.82134 -0.95204
H: 1.39304 -4.16825 -2.64235
H: 0.63156 -2.48491 -2.71666
H: 0.49114 -3.50762 -1.33696
H: 3.45457 -2.69805 -3.49353
H: 4.23982 -1.79169 -2.37173
C: 3.13053 0.95477 3.79358
O: 3.98630 1.05946 2.69362
C: 5.35949 1.04750 2.93554
C: 6.11377 1.21445 1.63925
C: 7.56525 0.88214 1.89691
N: 6.02585 2.54755 0.99587
H: 2.24053 0.39845 3.53712
H: 2.85979 1.95853 4.14796
H: 3.65420 0.42918 4.59265
H: 5.71221 1.89400 3.61244
H: 5.67976 0.10211 3.36302
H: 5.73102 0.50057 0.94026
H: 7.94362 1.31512 2.79853
H: 8.21302 1.26099 1.10931
H: 7.65791 -0.21523 1.98574
H: 6.46920 3.27727 1.54046
H: 5.06037 2.76978 0.76632
C: 1.24379 -1.67665 5.50510
O: 0.31979 -0.88710 4.72412
C: -0.97473 -0.59071 5.34301
C: -1.52067 0.87009 5.11426
C: -0.55155 1.90359 5.71741
N: -2.82974 0.98268 5.68564
H: 2.20272 -1.69311 4.96170
H: 0.91000 -2.70666 5.56452
H: 1.39555 -1.15942 6.44495
H: -1.65212 -1.35881 5.02593
H: -0.87689 -0.65562 6.43831
H: -1.62260 1.10757 4.06451
H: -0.51763 2.80726 5.10572
H: 0.48676 1.53147 5.65342
H: -0.73397 2.02763 6.81069
H: -3.20366 1.91644 5.65849
H: -2.86162 0.74527 6.66510
C: -2.34339 4.11970 -1.25931
C: -2.25828 4.52857 -2.61493
C: -1.49898 3.66084 -3.32884
N: -1.20433 2.62800 -2.46777
C: -1.62299 2.97278 -1.17973
H: -2.88311 4.59639 -0.45814
H: -2.75730 5.33828 -3.12442
H: -1.19704 3.65731 -4.36404
H: -0.50697 1.92731 -2.69294
H: -1.47051 2.33986 -0.34646
C: -5.84613 0.93400 -3.85343
C: -5.38242 -0.03579 -2.89465
C: -4.47982 0.54108 -2.08680
N: -4.25678 1.78027 -2.54493
C: -5.08958 2.06863 -3.59505
H: -6.52607 0.88888 -4.68841
H: -5.73172 -1.05473 -2.91110
H: -3.89069 0.10419 -1.31484
H: -3.62489 2.43872 -2.08470
H: -5.11990 3.06079 -4.03174
C: -4.21557 -4.40429 4.35656
C: -4.07616 -4.01097 3.00653
C: -3.92440 -2.65672 3.00579
N: -4.06151 -2.18463 4.26931
C: -4.25340 -3.23641 5.07768
H: -4.16697 -5.38488 4.76547
H: -3.93709 -4.65334 2.15146
H: -3.57663 -2.11775 2.15447
H: -4.09096 -1.18130 4.53434
H: -4.35311 -3.16579 6.14544
C: -0.88890 0.12466 -6.03078
C: -0.90030 -1.28871 -5.90418
C: -1.99413 -1.62129 -5.15509
N: -2.62171 -0.46535 -4.79503
C: -1.95879 0.60512 -5.33429
H: -0.18274 0.70423 -6.59552
H: -0.17548 -1.92550 -6.30597
H: -2.36880 -2.62079 -4.91276
H: -3.56689 -0.42041 -4.42728
H: -2.30628 1.59817 -5.18626
C: -0.37002 -0.54115 1.27548
C: -1.52484 -0.72258 0.46414
C: -1.13798 -0.35050 -0.80835
N: 0.14674 0.09168 -0.80091
C: 0.67684 -0.09203 0.47748
H: -0.10625 -0.85401 2.26434
H: -2.49238 -1.15313 0.73004
H: -1.74243 -0.43921 -1.67670
H: 0.61981 0.36427 -1.67421
H: 1.66895 0.08610 0.83293
C: -3.62743 2.42386 2.54003
C: -4.30341 3.21423 1.56075
C: -5.01622 2.37764 0.72692
N: -4.73615 1.06448 1.14268
C: -3.88236 1.10753 2.23702
H: -3.16092 2.83392 3.43313
H: -4.41312 4.29464 1.55658
H: -5.62656 2.51360 -0.12263
H: -5.13435 0.20554 0.73905
H: -3.53328 0.21850 2.76178

---

Record 2
The following is a DFT calculation (the ωB97M-V functional and the def2-TZVPD basis) of a cluster of 11 separate species, C49H102B5F20N6O6 in total in a non-equilibrium geometry.

Output
Charge: +1
Frontier orbital gap (eV): 6.99
Largest force on an atom (eV/A): 13.1
Lowest unoccupied orbital energy (eV): -5.0

CARTESIAN COORDINATES (ANGSTROEM)
C: 0.07695 1.42089 -3.02762
C: 1.14175 2.02506 -3.79437
C: 0.59557 2.74439 -5.08020
O: 1.54086 3.41269 -5.88022
C: 2.32668 2.58455 -6.67574
N: 1.90681 3.04948 -2.97340
H: 2.91493 2.91276 -2.87738
H: 1.63038 3.97045 -3.38567
H: 1.55232 3.09045 -1.98839
H: -0.73319 2.09109 -2.72585
H: 0.43342 1.01392 -2.08656
H: -0.31375 0.58105 -3.64607
H: 1.84385 1.24670 -4.05800
H: -0.12505 3.49989 -4.81067
H: 0.05160 1.99281 -5.62667
H: 1.77487 2.14969 -7.54752
H: 2.78009 1.77300 -6.08892
H: 3.10910 3.22280 -7.13981
C: -2.19385 6.65396 1.98128
C: -0.72033 6.73388 2.40310
C: -0.10465 5.38660 2.55385
C: 1.40044 5.51701 2.68353
C: 1.99727 6.08945 1.38482
C: 1.53917 7.48147 1.04359
N: -0.05626 7.51518 1.18881
O: -0.61542 8.22906 0.61383
C: 1.91839 7.87307 -0.42439
C: 2.09365 8.52139 2.00201
C: -0.56507 7.72399 3.59373
H: -2.64962 6.14474 2.74966
H: -2.35835 6.09702 1.08253
H: -2.64306 7.64633 1.89797
H: -0.46127 4.85432 1.64260
H: -0.53837 4.88421 3.41857
H: 1.73840 4.51872 2.86856
H: 1.64100 6.18351 3.51664
H: 1.70158 5.40624 0.58484
H: 3.05916 6.14181 1.43049
H: 1.93990 8.98102 -0.47075
H: 1.27703 7.43949 -1.15952
H: 2.91096 7.49336 -0.50292
H: 3.14060 8.78726 1.83666
H: 2.02886 8.18647 3.05040
H: 1.58876 9.49674 1.94316
H: -1.41463 7.49781 4.23396
H: -0.68116 8.74356 3.32085
H: 0.31116 7.52620 4.23687
C: 5.36277 -3.79374 -4.75251
C: 4.02717 -4.01948 -4.02860
C: 4.27140 -5.22652 -2.97538
C: 3.08186 -5.56345 -2.12248
C: 2.19887 -4.38253 -1.91508
C: 2.85317 -3.01887 -1.76858
N: 3.64785 -2.84812 -3.11357
O: 4.15975 -1.77168 -3.40796
C: 3.88049 -3.00330 -0.62771
C: 1.85214 -1.86559 -1.69387
C: 2.91453 -4.26784 -5.06114
H: 6.17297 -3.61241 -4.07572
H: 5.29574 -2.91881 -5.34942
H: 5.63386 -4.65235 -5.36098
H: 5.15834 -5.02955 -2.40046
H: 4.51770 -6.04170 -3.69351
H: 3.37898 -5.94606 -1.16158
H: 2.49803 -6.35351 -2.59163
H: 1.79112 -4.54865 -0.92972
H: 1.32338 -4.40105 -2.54454
H: 3.38069 -3.33298 0.30245
H: 4.35354 -1.97795 -0.58321
H: 4.59139 -3.84304 -0.86413
H: 1.19383 -1.88313 -2.54890
H: 2.36664 -0.90845 -1.47883
H: 1.26077 -2.10308 -0.77837
H: 2.83926 -3.45593 -5.79769
H: 1.94135 -4.40437 -4.64883
H: 3.27232 -5.10191 -5.67800
C: -5.41022 -2.14057 4.91632
C: -4.06385 -2.67016 4.25446
C: -2.87903 -2.87479 5.21246
C: -1.82276 -3.76491 4.60298
C: -2.28865 -5.18107 4.38693
C: -3.59104 -5.29102 3.60051
N: -4.37016 -3.86196 3.43787
O: -5.19797 -3.85806 2.56836
C: -4.68879 -6.17997 4.25199
C: -3.45460 -5.72179 2.12881
C: -3.62177 -1.55720 3.26637
H: -6.03508 -2.87597 5.46403
H: -6.01642 -1.60096 4.21968
H: -5.00258 -1.50192 5.67035
H: -3.18923 -3.31482 6.15332
H: -2.51965 -1.87248 5.34143
H: -1.04262 -3.86492 5.38495
H: -1.34525 -3.25363 3.74569
H: -2.48003 -5.59511 5.36115
H: -1.44600 -5.62151 3.84812
H: -4.95630 -5.88560 5.26155
H: -4.27271 -7.17438 4.24989
H: -5.61533 -6.07457 3.67280
H: -4.39449 -5.73015 1.54821
H: -3.05289 -6.69054 2.11684
H: -2.80657 -4.98132 1.71571
H: -4.34397 -1.52714 2.48351
H: -2.64600 -1.76979 2.82080
H: -3.65990 -0.59616 3.72160
C: 0.19616 -0.12908 1.20869
C: 0.54318 0.75484 2.41327
C: 0.00689 0.18987 3.75718
C: 0.75355 -1.05265 4.27047
C: 2.21931 -0.71119 4.44577
C: 2.89986 -0.21071 3.20987
N: 2.02782 0.89465 2.60525
O: 2.54263 1.62166 1.78507
C: 3.11541 -1.31957 2.16583
C: 4.22973 0.44043 3.42247
C: -0.01834 2.23373 2.14872
H: -0.81109 0.17591 0.91226
H: 0.18256 -1.22121 1.35384
H: 0.84266 0.13600 0.36521
H: -1.06715 -0.01712 3.59243
H: 0.14394 0.95021 4.48012
H: 0.70697 -1.94742 3.67526
H: 0.29035 -1.36223 5.20839
H: 2.76950 -1.62140 4.60589
H: 2.44157 -0.11716 5.33016
H: 2.21055 -1.87630 1.99040
H: 3.79118 -2.09701 2.61789
H: 3.47327 -0.98388 1.17806
H: 4.76986 0.49959 2.48974
H: 4.82208 -0.16992 4.07944
H: 4.05631 1.42176 3.72766
H: -1.10417 2.20864 2.03032
H: 0.43883 2.64929 1.24745
H: 0.19685 2.89481 3.00750
C: -2.64392 -2.22423 -6.68937
C: -2.98689 -1.47142 -5.33303
C: -4.45550 -1.65147 -4.99891
C: -4.73033 -1.72183 -3.46023
C: -4.02762 -2.98271 -2.97510
C: -2.53003 -2.69653 -2.91313
N: -2.02812 -2.22533 -4.28511
O: -0.96026 -2.31537 -4.51675
C: -1.74283 -4.00555 -2.51411
C: -2.02623 -1.59346 -1.90522
C: -2.49965 -0.00550 -5.35190
H: -1.57755 -2.02182 -6.91886
H: -3.27061 -1.99121 -7.55980
H: -2.82592 -3.27328 -6.54082
H: -4.69598 -2.64964 -5.36523
H: -5.07902 -0.92052 -5.53316
H: -5.78389 -1.85874 -3.24193
H: -4.43560 -0.83721 -2.95013
H: -4.18416 -3.78428 -3.70920
H: -4.40521 -3.20915 -2.00782
H: -0.68781 -3.68260 -2.51861
H: -1.97515 -4.86864 -3.21201
H: -2.11055 -4.35021 -1.49976
H: -0.93760 -1.56835 -1.93805
H: -2.37613 -1.85828 -0.94867
H: -2.43129 -0.58367 -2.10016
H: -1.47623 0.05392 -5.71007
H: -2.56466 0.46027 -4.37210
H: -3.11624 0.54843 -6.06038
B: 1.79543 2.72824 5.84116
F: 0.62405 2.06331 6.25604
F: 1.55842 4.11465 5.80764
F: 3.01933 2.21787 6.31235
F: 1.85607 2.36224 4.37694
B: 0.01361 -4.16340 1.43320
F: -1.18525 -3.42431 1.16497
F: -0.04262 -5.45330 0.82342
F: 1.08675 -3.42324 0.78036
F: 0.24343 -4.20751 2.80048
B: -0.23807 5.22722 -1.96293
F: 0.51800 4.34351 -1.00979
F: 0.67201 5.49115 -3.08574
F: -1.34616 4.50246 -2.48753
F: -0.60401 6.37085 -1.28408
B: 4.05862 1.26182 -1.59221
F: 4.47510 2.62850 -1.99242
F: 4.97750 0.60679 -0.82119
F: 2.77844 1.44246 -0.92104
F: 3.73143 0.59813 -2.83377
B: -4.20177 1.70981 1.40467
F: -3.61204 1.77791 0.10358
F: -5.63920 1.90909 1.36827
F: -3.80036 0.42231 2.00554
F: -3.64151 2.72022 2.26854

---

Which value of largest force on an atom does entry 2 give?
13.1 eV/A